1.
Below is C17H15NOS in the gas phase in a non-equilibrium geometry, with properties calculated with the ωB97M-V functional and the def2-TZVPD basis.

Geometry as XYZ:
```
35
C17H15NOS | the OMol25 dataset | the ωB97M-V functional and the def2-TZVPD basis
S 0.12354 4.10015 -0.77278
O -0.94369 2.00229 0.05814
C 0.01638 2.42055 -0.76282
C 2.58545 -0.64973 2.95208
C 1.90783 0.26119 -3.32544
C 2.26714 -1.55308 1.88368
C 1.72419 0.42355 3.36072
C 1.19439 -0.89765 -3.03217
C 1.54001 1.44823 -2.73982
C 1.07107 -1.31351 1.15284
C 0.49619 0.47467 2.65440
C 0.21604 -0.86288 -2.06985
C 0.53247 1.44818 -1.78815
C 0.17249 -0.36758 1.58215
C -0.14190 0.40056 -1.50586
N -1.00487 -0.27906 0.81816
C -2.19041 -0.90516 1.26030
C -1.16229 0.69211 -0.33979
C -2.91370 -0.87126 -0.00284
C -2.60756 0.49609 -0.70962
H 3.59328 -0.71464 3.40007
H 2.65207 0.28412 -4.14580
H 2.89707 -2.39686 1.64480
H 1.88314 1.23000 4.13133
H 1.24331 -1.81750 -3.57997
H 1.98324 2.44899 -3.01419
H 0.84442 -1.99436 0.44045
H -0.25808 1.19992 3.01098
H -0.35224 -1.69036 -1.73065
H -2.74558 -0.26316 1.96601
H -2.07950 -1.90946 1.64912
H -3.90759 -0.90309 0.18289
H -2.62330 -1.71088 -0.62049
H -2.83969 0.43233 -1.75841
H -3.17333 1.33733 -0.24947
```

Properties
Relative energy (zero: lowest compared OMol25 entry of this formula, charge and spin) ... 0.466 eV
Charge ... 0
Max |F| ... 0.1346 Eh/bohr
Multiplicity ... 1
SMILES string ... S=C1O[C@@]2(CCCN2c2ccccc2)c2ccccc21
HOMO energy ... -0.3032 Eh
Kohn-Sham gap ... 8.031 eV
E_LUMO ... -0.0081 Ha
Energy ... -1184.8987 Eh

2.
Below is 4 unconnected molecules or ions with the total composition C28H39BNO19P2 in a non-equilibrium geometry, with properties calculated with the ωB97M-V functional and the def2-TZVPD basis.

Geometry as XYZ:
```
90
C28H39BNO19P2 | the OMol25 dataset | the ωB97M-V functional and the def2-TZVPD basis
C -7.89513 2.08054 0.02991
C -7.24606 0.75689 0.59342
O -6.22655 0.27868 -0.30236
C -5.09381 -0.21949 0.41865
C -3.96845 0.89263 0.48417
O -3.35235 0.90662 -0.82556
P -1.94975 1.79058 -0.88565
O -0.63373 1.01238 -0.23639
C -0.44994 -0.31476 -0.81330
C -1.07752 -1.40653 0.12734
C -0.13333 -1.59917 1.39289
C -1.40952 -2.76524 -0.58131
C -2.39217 -3.54812 0.41175
C -2.19446 -2.61573 -1.94738
B -1.71269 2.24858 -2.76569
O -1.89319 3.55247 -3.25119
O -1.38098 1.26072 -3.73508
P -2.04083 3.71367 0.19403
N -1.00260 4.67054 -0.53229
O -3.57533 4.39666 0.15708
O -1.50517 3.43549 1.74057
H -8.93833 2.18468 0.42585
H -7.98779 2.01661 -1.08044
H -7.31982 2.99094 0.32869
H -6.82032 0.99062 1.60019
H -8.03654 -0.03436 0.68335
H -5.36734 -0.57222 1.44648
H -4.74558 -1.11840 -0.15327
H -3.28656 0.60210 1.31744
H -4.51197 1.84411 0.72393
H -0.76188 -0.38903 -1.88293
H 0.65890 -0.49659 -0.81013
H -2.03711 -0.99090 0.52197
H 0.48807 -2.51999 1.33217
H 0.49554 -0.69462 1.60104
H -0.82574 -1.70845 2.27093
H -0.46284 -3.35707 -0.67455
H -1.82585 -4.03626 1.23473
H -3.10996 -2.78430 0.80929
H -2.93458 -4.31588 -0.19037
H -3.10032 -3.25807 -2.01889
H -1.48529 -2.82227 -2.78828
H -2.56644 -1.55440 -1.99284
H -2.51496 3.44166 -3.99022
H -2.02957 0.54799 -3.57853
H -1.47154 5.51559 -0.87044
H -4.14636 4.00460 0.83907
H -1.54141 4.24405 2.27697
C 3.96896 -6.63253 2.52575
C 3.38772 -5.99443 1.50770
C 1.95185 -5.59163 1.55592
O 1.46661 -4.99317 0.61114
C 1.17972 -5.94053 2.74772
C 1.75945 -6.58210 3.76554
C 3.20247 -6.96113 3.72895
O 3.69306 -7.52738 4.68453
O 1.06991 -6.91594 4.87124
O 4.07126 -5.68246 0.38770
H 5.00901 -6.92751 2.50336
H 0.13590 -5.65884 2.76358
H 1.71129 -7.36569 5.45123
H 3.43185 -5.22861 -0.18839
C 2.15671 5.52807 -4.95133
C 3.36752 5.07182 -5.28166
C 4.05759 4.02948 -4.46725
O 5.15073 3.62853 -4.81379
C 3.37878 3.53339 -3.26810
C 2.17013 3.99164 -2.93553
C 1.46866 5.01493 -3.76643
O 0.35988 5.39055 -3.43874
O 1.53043 3.54773 -1.82860
O 4.02154 5.52978 -6.36538
H 1.64558 6.28122 -5.53498
H 3.89669 2.79124 -2.67592
H 0.67379 4.02548 -1.80234
H 4.86602 5.04440 -6.38382
C 4.55087 -0.44871 3.32739
C 5.74691 0.13574 3.44015
C 6.16946 1.23300 2.52072
O 7.25747 1.74954 2.66989
C 5.24067 1.63882 1.46322
C 4.04814 1.05190 1.35005
C 3.61589 -0.02663 2.28662
O 2.50860 -0.52468 2.15778
O 3.17548 1.40747 0.38212
O 6.62498 -0.23649 4.38758
H 4.23274 -1.24297 3.98857
H 5.56408 2.42267 0.79223
H 2.39634 0.84229 0.51796
H 7.40442 0.33423 4.25880
```

Properties
Charge ... +1
Max |F| ... 0.0933 Eh/bohr
Multiplicity ... 1
HOMO energy ... -0.4157 Eh
Kohn-Sham gap ... 7.222 eV
E_LUMO ... -0.1503 Ha
Energy ... -3282.0421 Eh

3.
Below is a molecular structure, C17H23ClN2V in a non-equilibrium geometry, with properties calculated with the ωB97M-V functional and the def2-TZVPD basis.

Geometry as XYZ:
```
44
C17H23ClN2V | the OMol25 dataset | the ωB97M-V functional and the def2-TZVPD basis
C 0.23142 0.80494 -5.60967
C 1.60270 1.37843 -5.97676
C -0.00035 -0.52430 -6.33297
C -0.86233 1.80470 -5.99108
Cl 0.16591 0.55011 -3.87844
H 0.03417 -0.37194 -7.41974
H -0.98416 -0.92723 -6.06915
H 0.77099 -1.25134 -6.05646
H 1.64271 1.54619 -7.06147
H 2.40238 0.68322 -5.69134
H 1.75730 2.33811 -5.46789
H -0.81668 1.96671 -7.07673
H -0.69706 2.76138 -5.47752
H -1.85122 1.40885 -5.72300
C 1.46996 -0.82205 1.76651
C 0.84014 -1.93594 1.08463
C 1.25593 -1.89864 -0.29504
H 0.23203 -2.71419 1.54750
C 2.17154 -0.82496 -0.46781
C 2.32249 -0.17116 0.79564
H 3.09515 0.55060 1.03115
H 1.40856 -0.61284 2.83214
H 1.01570 -2.66377 -1.03808
H 2.74332 -0.61403 -1.37377
C -1.92778 0.96351 1.39988
C -1.66372 -0.38282 1.84369
C -1.80395 -1.25180 0.69269
H -1.51543 -0.69376 2.87774
C -2.03746 -0.42227 -0.46768
C -2.17000 0.92999 -0.01162
H -2.48652 1.76912 -0.62853
H -2.08188 1.81766 2.05753
H -1.79291 -2.34144 0.69112
H -2.20133 -0.78400 -1.48317
V -0.04994 -0.05506 0.43982
N 0.71990 2.25274 1.98959
C 1.21511 3.49929 2.06151
C 1.41635 3.94497 0.75661
C 1.03460 2.88871 -0.08159
N 0.59643 1.84084 0.68224
H 0.50199 1.62368 2.75831
H 1.36191 3.96264 3.02138
H 1.79801 4.90765 0.45156
H 1.08150 2.81990 -1.16402
```

Properties
Charge ... +2
Max |F| ... 0.0556 Eh/bohr
Multiplicity ... 2
HOMO energy (alpha / beta) ... -0.5709 / -0.5709 Eh
Kohn-Sham gap (alpha / beta) ... 6.549 / 7.005 eV
E_LUMO (alpha / beta) ... -0.3302 / -0.3134 Ha
Energy ... -2174.6704 Eh

4.
Below is a molecular structure, C22H24NO5Rh in a non-equilibrium geometry, with properties calculated with the ωB97M-V functional and the def2-TZVPD basis.

Geometry as XYZ:
```
53
C22H24NO5Rh | the OMol25 dataset | the ωB97M-V functional and the def2-TZVPD basis
Rh 0.31969 -1.11647 0.54774
C -0.46824 2.70014 -0.18285
C -0.84943 2.17878 -1.45509
C -2.10266 1.50298 -1.30060
H -0.31525 2.33097 -2.38599
C -2.47119 1.56732 0.07246
C -1.44806 2.29445 0.76584
H -1.41041 2.49818 1.83104
H 0.42045 3.28950 0.01876
H -2.67450 1.03348 -2.10105
H -3.37058 1.12953 0.51053
C 1.08112 -1.70356 2.29282
C 0.47725 -0.40822 2.43892
C -0.88971 -0.51846 2.04851
H 0.94671 0.52074 2.76755
C -1.16435 -1.87295 1.66923
C 0.06750 -2.62490 1.80858
H 0.15747 -3.69457 1.61796
H 2.10660 -1.97684 2.50241
H -1.65878 0.25693 2.09728
H -2.15314 -2.26871 1.38530
O 0.42547 0.01799 -1.84733
C -3.44597 -3.14190 -1.67346
C -2.73941 -2.71069 -2.77611
C -4.34040 -2.13494 -1.06368
C -2.87491 -4.26315 -0.88188
C -0.10017 -0.91488 -2.53126
H -2.97486 -1.77882 -3.22663
H -1.80521 -3.13843 -3.00083
H 0.09016 -1.98464 -2.35849
H -0.84588 -0.63088 -3.28309
H -5.41150 -2.35946 -1.03668
H -4.25778 -1.16924 -1.58084
H -4.04527 -1.89623 -0.03056
H -3.39310 -5.22886 -0.98067
H -2.81572 -4.00970 0.18947
H -1.83427 -4.43773 -1.20080
O 2.81832 0.12974 -2.37746
C 2.76066 0.00705 -1.14616
O 2.33310 -1.07327 -0.48583
C 3.07738 1.15655 -0.20606
C 3.23742 0.92227 1.18190
C 3.58405 1.95200 2.03107
C 3.85128 3.22694 1.48388
C 3.63266 3.49042 0.11373
C 3.21448 2.46343 -0.71285
N 4.35228 4.23940 2.35765
O 4.51737 3.95731 3.57023
O 4.61608 5.37558 1.90267
H 3.15802 -0.08806 1.57679
H 3.72353 1.76925 3.09320
H 3.82950 4.48243 -0.27750
H 3.06221 2.65221 -1.77175
```

Properties
Charge ... -2
Max |F| ... 0.1642 Eh/bohr
Multiplicity ... 5
HOMO energy (alpha / beta) ... 0.0353 / -0.0829 Eh
Kohn-Sham gap (alpha / beta) ... 3.424 / 5.688 eV
E_LUMO (alpha / beta) ... 0.1611 / 0.1261 Ha
Energy ... -1393.8778 Eh

Number 1: molar mass 281.4 g mol⁻¹. Number 2: molar mass 766.4 g mol⁻¹. Number 3: molar mass 341.8 g mol⁻¹. Number 4: molar mass 485.3 g mol⁻¹.